Molecular formula: C82H168N4O28S11
Method: DFT, the ωB97M-V functional and the def2-TZVPD basis

CARTESIAN COORDINATES (ANGSTROEM)
C: -2.32541 3.61509 -4.30926
C: -0.95196 3.15632 -4.75327
C: -1.07795 1.93153 -5.62596
N: 0.21567 1.33870 -6.14780
C: -0.25184 0.08048 -6.85398
C: 0.83710 -0.49274 -7.79494
C: 1.53555 0.59569 -8.68489
C: 2.02001 1.81054 -7.90692
C: 0.84558 2.31385 -7.12849
C: 1.18878 1.13742 -5.10907
H: -2.72979 3.19640 -3.44753
H: -3.12251 3.63173 -5.02650
H: -2.18512 4.67944 -4.08710
H: -0.38612 2.83970 -3.83146
H: -0.45273 3.93625 -5.29287
H: -1.70478 2.34948 -6.46351
H: -1.61295 1.12768 -5.16163
H: -1.13999 0.43751 -7.39409
H: -0.51763 -0.66521 -6.03470
H: 0.29957 -1.23249 -8.39607
H: 1.63614 -0.93953 -7.27119
H: 0.74791 1.01309 -9.35125
H: 2.27147 0.32693 -9.48430
H: 2.30967 2.55383 -8.60177
H: 2.86583 1.65811 -7.28191
H: -0.02775 2.47708 -7.81034
H: 1.08967 3.16315 -6.53467
H: 1.88157 0.33658 -5.45587
H: 0.73708 0.69308 -4.20954
H: 1.73318 2.01941 -4.86658
C: 3.20666 -0.02415 -2.58303
C: 2.36316 -0.22398 -1.33696
C: 1.02675 0.56452 -1.37671
N: 0.34031 0.61184 -0.02845
C: -0.98261 1.36829 -0.06327
C: -2.09467 0.68297 -0.77921
C: -2.30461 -0.72749 -0.28669
C: -0.94981 -1.51475 -0.31335
C: 0.02439 -0.71618 0.53329
C: 1.21109 1.32972 0.86931
H: 4.19008 -0.40263 -2.37368
H: 3.35931 1.03751 -2.74867
H: 2.74459 -0.35138 -3.51472
H: 3.04073 0.17279 -0.54220
H: 2.32306 -1.24975 -1.01824
H: 0.26219 0.17916 -2.07291
H: 1.20118 1.63577 -1.55405
H: -0.72140 2.33929 -0.53330
H: -1.25137 1.53949 0.98514
H: -1.97967 0.64383 -1.89529
H: -3.02674 1.25836 -0.58521
H: -3.04314 -1.26298 -0.86796
H: -2.59561 -0.55231 0.74270
H: -0.57640 -1.75220 -1.31554
H: -1.09097 -2.47012 0.15809
H: 1.01758 -1.30777 0.69535
H: -0.34080 -0.54453 1.51723
H: 0.84626 1.28656 1.91201
H: 1.27844 2.36170 0.55225
H: 2.22891 0.94293 1.05431
C: -8.96868 0.46949 -0.94386
C: -7.74825 0.95633 -1.63320
C: -7.42226 0.18346 -2.95975
N: -5.97930 0.21333 -3.27513
C: -5.84615 -0.16737 -4.75850
C: -6.27367 0.94793 -5.73380
C: -5.31961 2.08870 -5.52601
C: -5.55419 2.56107 -4.07986
C: -5.21020 1.46524 -3.08423
C: -5.31031 -0.87096 -2.49745
H: -9.71207 0.22297 -1.69845
H: -9.39275 1.16099 -0.24443
H: -8.80401 -0.51979 -0.47263
H: -6.80006 0.99108 -1.04509
H: -7.86563 2.05589 -1.92114
H: -7.93253 0.68749 -3.80169
H: -7.77965 -0.85043 -3.04559
H: -6.42574 -1.03274 -4.86542
H: -4.78139 -0.51765 -5.01549
H: -7.33427 1.24143 -5.77043
H: -6.16987 0.48513 -6.71799
H: -5.45254 2.84874 -6.26146
H: -4.22179 1.80862 -5.64210
H: -6.57287 3.03152 -3.97484
H: -4.92175 3.45677 -3.79957
H: -5.29871 1.73717 -2.06653
H: -4.13535 1.11483 -3.29635
H: -4.41361 -1.16279 -3.03645
H: -6.06032 -1.58908 -2.27570
H: -4.96640 -0.33349 -1.55590
C: 0.99158 2.15184 6.69941
C: 1.76984 0.86796 6.30394
C: 0.76247 -0.20013 6.21717
N: 1.28927 -1.53085 5.68468
C: 2.40079 -2.10263 6.38318
C: 2.16029 -2.50333 7.80153
C: 0.98089 -3.66716 7.77597
C: -0.17243 -3.07873 7.07062
C: 0.16203 -2.50560 5.67306
C: 1.74480 -1.25036 4.28117
H: 0.57230 2.11805 7.74836
H: 0.25878 2.30717 5.91747
H: 1.70474 2.93750 6.61273
H: 2.61358 0.53897 6.90277
H: 2.11008 0.98339 5.24832
H: 0.00464 0.06748 5.50482
H: 0.22229 -0.43993 7.15798
H: 3.19390 -1.35183 6.30499
H: 2.63303 -2.98378 5.80984
H: 1.91858 -1.65669 8.47395
H: 3.03380 -3.00246 8.20400
H: 0.77233 -4.03682 8.80478
H: 1.38945 -4.50265 7.19046
H: -0.65478 -2.37340 7.70607
H: -0.94557 -3.83445 6.76965
H: -0.69943 -2.11192 5.09564
H: 0.38640 -3.39900 5.01747
H: 2.31349 -0.31618 4.18275
H: 0.87741 -0.90879 3.67433
H: 2.19347 -2.13211 3.80950
C: -2.00032 -0.83699 -3.78308
O: -2.57028 -1.86574 -3.29450
O: -0.72282 -0.70789 -3.77246
O: -2.74906 0.14167 -4.21399
C: -1.00767 0.97032 3.50093
O: 0.22194 1.16936 3.73128
O: -1.52243 -0.12216 3.84097
O: -1.66653 1.95745 2.97601
C: -4.61914 -0.75112 3.68199
C: -4.96779 -1.77073 2.60947
C: -6.17397 -1.18524 1.86897
S: -5.78948 0.52547 1.70656
O: -6.93113 1.40929 1.89161
O: -4.96054 0.69832 0.46354
C: -4.65310 0.65511 3.07487
H: -3.67361 -0.90933 4.12213
H: -5.36596 -0.81136 4.46469
H: -5.12230 -2.80644 2.99416
H: -4.26639 -1.75505 1.73809
H: -6.98484 -1.22710 2.62649
H: -6.39730 -1.57742 0.86783
H: -4.96386 1.44970 3.76438
H: -3.66995 0.94348 2.64481
C: 9.24370 1.61633 -2.95821
C: 10.20122 0.84067 -2.02282
C: 9.30082 -0.26221 -1.40440
S: 7.84566 0.61025 -0.93705
O: 8.11319 1.05025 0.39167
O: 6.72680 -0.23421 -1.21793
C: 7.99232 2.00524 -2.11115
H: 8.79799 0.93160 -3.69264
H: 9.65977 2.47128 -3.47225
H: 10.62232 1.46021 -1.20119
H: 11.06633 0.48377 -2.58034
H: 9.69093 -0.54407 -0.40427
H: 9.06395 -1.10251 -2.10338
H: 8.09988 2.94104 -1.57543
H: 7.10936 2.09622 -2.69719
C: 2.25023 -7.20776 0.36995
C: 3.14935 -6.74291 1.57117
C: 4.02102 -5.56782 1.09813
S: 2.92335 -4.55803 0.11994
O: 3.71066 -3.74034 -0.80856
O: 2.10878 -3.77219 1.02459
C: 2.01720 -5.98328 -0.55069
H: 1.32737 -7.55037 0.84708
H: 2.83489 -8.07063 -0.05756
H: 3.85552 -7.43392 2.06479
H: 2.42735 -6.39288 2.34231
H: 4.84178 -5.89556 0.33466
H: 4.62556 -4.94651 1.85956
H: 2.29268 -6.05449 -1.55320
H: 0.94668 -5.67239 -0.67482
C: 0.41178 -3.39359 -5.67940
C: 1.05098 -3.19198 -4.28752
C: 0.08349 -3.84538 -3.36956
S: -0.18923 -5.45100 -4.17126
O: -1.53425 -5.94390 -3.92227
O: 0.86925 -6.37417 -3.74433
C: 0.12000 -4.90491 -5.93809
H: 1.03883 -3.10569 -6.52577
H: -0.57491 -2.94615 -5.83005
H: 1.09138 -2.08810 -4.19241
H: 2.00957 -3.67972 -4.28612
H: -0.93542 -3.33132 -3.31015
H: 0.53118 -4.24268 -2.43602
H: -0.74992 -5.08447 -6.47595
H: 0.97754 -5.54640 -6.18170
C: -2.04631 -3.54565 2.63969
C: -2.75131 -4.32888 3.80081
C: -2.61375 -5.77007 3.45023
S: -0.82110 -5.77002 3.16713
O: -0.37557 -6.83924 2.29426
O: -0.20224 -5.62049 4.44512
C: -0.72516 -4.14535 2.42014
H: -1.89262 -2.50030 2.92168
H: -2.56023 -3.67839 1.73908
H: -3.81330 -4.11628 4.00602
H: -2.27643 -4.11754 4.78643
H: -3.19455 -6.10083 2.63715
H: -2.80117 -6.39739 4.30469
H: -0.42179 -4.33046 1.39233
H: 0.19799 -3.77085 2.95292
C: -3.41909 -5.97717 -1.65276
C: -3.17509 -4.47283 -1.47168
C: -4.60311 -3.82830 -1.23645
S: -5.64783 -5.04471 -0.52501
O: -6.86974 -5.18683 -1.29436
O: -5.79810 -4.78558 0.86640
C: -4.51524 -6.52512 -0.73791
H: -2.47194 -6.57846 -1.82839
H: -3.79977 -6.15007 -2.65081
H: -2.53471 -4.12827 -2.30508
H: -2.62361 -4.29776 -0.55039
H: -5.08099 -3.48424 -2.13699
H: -4.68547 -3.06073 -0.48535
H: -4.93219 -7.39048 -1.15080
H: -4.07513 -6.76123 0.25641
C: 5.69518 4.14622 2.62553
C: 5.51104 4.50196 4.12522
C: 4.77640 3.27255 4.72448
S: 5.53785 1.79315 3.96541
O: 4.45247 0.88912 3.57269
O: 6.65775 1.23110 4.70929
C: 6.26027 2.72532 2.63318
H: 6.33478 4.79985 2.09872
H: 4.69011 4.21984 2.17074
H: 4.71382 5.32271 4.08189
H: 6.44877 4.81235 4.59709
H: 3.74854 3.26450 4.32914
H: 4.78306 3.19140 5.80144
H: 6.12807 2.15122 1.68741
H: 7.34962 2.59303 2.84299
C: 1.13988 4.73342 -1.64494
C: 0.21093 5.93880 -1.71406
C: 1.12104 7.18212 -1.73173
S: 2.28615 6.76590 -2.89738
O: 3.57251 7.39545 -2.63592
O: 1.64753 6.98020 -4.16322
C: 2.36981 5.03731 -2.51658
H: 0.66531 3.84528 -1.97775
H: 1.50355 4.66258 -0.66558
H: -0.46916 5.90419 -0.86917
H: -0.36591 5.95475 -2.63149
H: 1.51948 7.34377 -0.74353
H: 0.69388 8.13783 -2.07133
H: 3.24585 5.03887 -1.87731
H: 2.59153 4.48713 -3.46679
C: -3.51159 4.94708 2.29797
C: -4.97629 4.56221 2.46225
C: -5.72987 4.65441 1.08223
S: -4.38228 4.82550 -0.09644
O: -4.22434 6.24491 -0.40381
O: -4.67208 3.92464 -1.24086
C: -3.08217 4.31872 0.98457
H: -2.91719 4.48311 3.07011
H: -3.46405 6.03206 2.17866
H: -5.35733 5.25037 3.21667
H: -5.00567 3.55654 2.79792
H: -6.34700 5.55182 0.93782
H: -6.18511 3.70887 0.94552
H: -2.08975 4.67376 0.63686
H: -3.22041 3.19790 1.05745
C: 0.81502 6.18583 4.73862
C: -0.21816 4.96490 4.65735
C: 0.40475 3.95233 3.67944
S: 1.21683 4.95506 2.39837
O: 0.39860 5.24338 1.22235
O: 2.53171 4.33231 2.15150
C: 1.45770 6.44025 3.36732
H: 1.65445 5.85063 5.37063
H: 0.33376 7.06867 5.08245
H: -1.19156 5.34416 4.35550
H: -0.29864 4.53520 5.70940
H: -0.26513 3.31335 3.14706
H: 1.12684 3.25211 4.07318
H: 1.02863 7.21034 2.75070
H: 2.55230 6.59457 3.41618
C: 5.80040 -2.00714 1.51361
C: 7.13220 -1.51370 2.30384
C: 7.16268 -2.02235 3.79720
S: 5.78140 -3.08649 3.81720
O: 5.17695 -3.10937 5.13472
O: 6.26036 -4.38232 3.26950
C: 4.81220 -2.26927 2.64307
H: 6.02948 -2.98733 1.09122
H: 5.44992 -1.18991 0.80207
H: 7.08143 -0.40938 2.37358
H: 8.02059 -1.81220 1.71728
H: 6.94088 -1.18457 4.47619
H: 7.99291 -2.65577 4.03830
H: 4.50086 -1.32251 3.11453
H: 3.92583 -2.79121 2.35242

Charge   0
Kohn-Sham gap   0.2366 hartree
Spin multiplicity   1
Highest occupied orbital energy   -0.2402 hartree